Entry 1:
# C30H53GeMnN6O5P2

A molecular structure, C30H53GeMnN6O5P2 (the ωB97M-V functional and the def2-TZVPD basis, the Open Molecules 2025 dataset).

Structure (XYZ):
```
98
Properties=species:S:1:pos:R:3:lowdin_spin:R:1
Mn -0.50 0.15 -0.02 3.789
O -1.69 0.22 1.59 0.036
C -1.22 -0.30 2.79 0.012
C -1.51 0.35 3.97 -0.001
C -1.09 -0.19 5.18 0.010
C -0.40 -1.39 5.21 -0.001
C -0.11 -2.04 4.03 0.007
C -0.50 -1.50 2.80 0.002
C -0.12 -2.22 1.60 0.031
N -0.10 -1.70 0.42 -0.065
N 0.32 -2.49 -0.64 -0.005
C 0.34 -1.77 -1.71 -0.003
O -0.05 -0.50 -1.70 0.027
C 0.82 -2.31 -2.99 -0.002
C 0.78 -1.53 -4.14 0.000
C 1.24 -2.04 -5.34 0.000
C 1.75 -3.33 -5.39 -0.001
C 1.79 -4.11 -4.24 0.000
C 1.33 -3.61 -3.04 -0.002
H -2.07 1.28 3.94 0.000
H -1.33 0.33 6.10 0.001
H -0.09 -1.82 6.15 0.000
H 0.43 -2.98 4.04 0.000
H 0.22 -3.25 1.68 -0.002
H 0.37 -0.53 -4.09 0.000
H 1.20 -1.44 -6.24 0.000
H 2.11 -3.73 -6.33 0.000
H 2.19 -5.12 -4.29 0.000
H 1.36 -4.21 -2.14 0.000
C 2.67 2.74 2.78 0.000
N 3.09 2.51 1.40 0.004
C 4.36 3.15 1.03 0.001
P 2.02 2.00 0.31 0.011
O 1.19 0.88 0.87 0.081
O 1.02 3.26 0.01 0.001
P -0.41 3.27 -0.73 0.008
O -0.98 1.87 -0.70 0.044
N -0.29 3.74 -2.26 0.001
C -0.45 2.82 -3.40 0.000
C 0.10 5.10 -2.63 0.000
N -1.18 4.43 0.10 0.001
C -2.40 5.03 -0.46 0.000
C -1.02 4.65 1.54 0.000
N 2.67 1.66 -1.13 0.000
C 3.05 2.66 -2.12 0.000
C 3.23 0.32 -1.37 0.000
H 3.45 2.39 3.46 0.000
H 1.76 2.18 3.00 0.000
H 2.49 3.80 2.97 0.000
H 5.12 2.85 1.76 0.000
H 4.28 4.24 1.04 0.000
H 4.68 2.82 0.05 0.000
H -0.66 1.81 -3.05 0.000
H 0.47 2.80 -3.99 0.000
H -1.26 3.16 -4.03 0.000
H 0.24 5.71 -1.74 0.000
H -0.66 5.55 -3.26 0.000
H 1.04 5.08 -3.19 0.000
H -2.49 4.81 -1.52 0.000
H -2.36 6.11 -0.33 0.000
H -3.29 4.65 0.05 0.000
H -0.08 4.25 1.88 0.000
H -1.84 4.18 2.09 0.000
H -1.04 5.72 1.73 0.000
H 2.66 3.64 -1.85 0.000
H 2.66 2.38 -3.09 0.000
H 4.14 2.74 -2.20 0.000
H 2.93 -0.37 -0.58 0.000
H 4.32 0.36 -1.40 0.000
H 2.86 -0.06 -2.32 0.000
C -5.63 3.05 3.72 0.000
C -4.62 2.85 2.60 0.000
C -5.24 2.28 1.33 0.000
C -4.24 1.57 0.42 0.000
Ge -3.58 -0.09 1.20 0.004
C -3.48 -1.58 -0.03 0.005
C -4.87 -2.00 -0.55 0.001
C -5.43 -3.22 0.18 0.000
C -5.67 -2.99 1.67 0.000
H -5.17 3.50 4.60 0.000
H -6.06 2.09 4.02 0.000
H -6.44 3.70 3.41 0.000
H -3.81 2.19 2.94 0.000
H -4.14 3.81 2.37 0.000
H -5.72 3.09 0.76 0.000
H -6.05 1.60 1.59 0.000
H -3.38 2.21 0.19 0.000
H -4.69 1.29 -0.54 0.000
H -4.11 -0.41 2.60 0.001
H -2.97 -2.41 0.46 0.000
H -2.83 -1.28 -0.86 0.003
H -4.80 -2.22 -1.61 0.000
H -5.59 -1.18 -0.46 0.000
H -4.75 -4.06 0.04 0.000
H -6.38 -3.50 -0.29 0.000
H -4.74 -2.79 2.21 0.000
H -6.12 -3.87 2.13 0.000
H -6.34 -2.15 1.84 0.000
```

expectation value of S²: 6.059
orbital gap (alpha / beta): 6.898 / 7.421 eV
molar mass: 767.29 g/mol
E_HOMO (alpha / beta): -13.361 / -13.374 eV
spin multiplicity: 5
net charge: +2

***

Entry 2:
# C30H54BiBrF4N3OS3Si4

A molecular structure, C30H54BiBrF4N3OS3Si4 (the ωB97M-V functional and the def2-TZVPD basis, the Open Molecules 2025 dataset).

Structure (XYZ):
```
101
Properties=species:S:1:pos:R:3:lowdin_charge:R:1
Bi 0.16 0.45 -0.21 1.440
C -3.37 -1.00 -0.98 -0.099
N -3.06 -0.58 -2.31 -0.289
C -4.17 -0.09 -3.09 -0.078
C -1.86 -0.96 -3.00 -0.215
C -1.00 0.24 -3.40 -0.226
N -0.67 1.11 -2.29 -0.220
C -0.80 2.43 -2.48 -0.279
C -1.40 3.29 -1.55 -0.170
F -2.01 2.77 -0.44 0.009
C -1.38 4.66 -1.64 -0.212
F -1.96 5.37 -0.63 0.083
C -0.82 5.32 -2.72 0.079
C -0.22 4.54 -3.70 -0.204
F 0.32 5.17 -4.76 0.100
C -0.20 3.14 -3.58 -0.140
F 0.57 2.43 -4.45 0.066
H -4.03 -0.27 -0.51 0.074
H -2.47 -1.03 -0.33 0.040
H -3.86 -2.00 -0.94 0.096
H -4.82 -0.93 -3.45 0.097
H -3.85 0.47 -3.98 0.086
H -4.77 0.58 -2.49 0.081
H -2.14 -1.48 -3.95 0.137
H -1.30 -1.73 -2.43 0.063
H -1.54 0.88 -4.14 0.133
H -0.08 -0.13 -3.91 0.101
H -0.80 6.42 -2.76 0.149
O 2.05 6.92 0.77 0.085
C 1.73 5.61 0.95 -0.273
C 1.05 5.08 2.06 0.016
C 0.87 3.74 2.12 -0.127
N 1.26 2.88 1.15 -0.032
C 1.88 3.37 0.11 -0.689
Br 2.52 2.25 -1.36 0.835
C 2.17 4.71 -0.03 -0.045
H 1.72 7.49 1.49 0.133
H 0.65 5.76 2.81 0.134
H 0.41 3.29 3.01 0.102
H 2.72 5.07 -0.91 0.124
C -1.49 2.08 5.25 -0.565
C -2.67 2.83 4.63 -0.539
S -2.64 2.90 2.84 0.839
C -3.64 1.47 2.34 -0.523
C -3.20 0.14 2.94 -0.521
S -1.43 -0.16 2.85 0.749
C -1.17 -1.29 4.28 -0.498
C -0.70 -0.59 5.55 -0.524
S -1.94 0.58 6.16 0.881
H -0.96 2.72 5.95 0.068
H -0.82 1.79 4.45 0.004
H -2.66 3.86 4.99 0.074
H -3.62 2.39 4.94 0.074
H -3.52 1.43 1.24 0.049
H -4.69 1.69 2.56 0.085
H -3.69 -0.67 2.38 0.076
H -3.56 0.08 3.99 0.063
H -0.40 -1.98 3.90 0.047
H -2.08 -1.84 4.47 0.086
H 0.28 -0.11 5.38 0.090
H -0.61 -1.32 6.35 0.073
C -1.05 -3.60 1.29 -0.212
Si -0.02 -3.85 -0.31 0.376
C -1.21 -4.28 -1.74 -0.197
C 1.14 -5.34 -0.09 -0.197
Si 1.35 -1.99 -0.77 0.271
Si 2.41 -2.32 -2.87 0.381
C 3.84 -3.52 -2.60 -0.198
C 1.23 -2.99 -4.23 -0.194
C 3.09 -0.67 -3.49 -0.221
Si 2.96 -1.60 0.92 0.321
C 3.86 -3.27 1.23 -0.206
C 2.30 -1.03 2.61 -0.210
C 4.27 -0.36 0.38 -0.228
H -1.87 -4.32 1.23 0.038
H -1.46 -2.61 1.40 -0.033
H -0.46 -3.79 2.19 0.025
H -1.48 -5.34 -1.66 0.043
H -0.77 -4.15 -2.71 -0.004
H -2.12 -3.67 -1.69 0.016
H 0.54 -6.12 0.36 0.037
H 1.95 -5.12 0.61 0.003
H 1.56 -5.71 -1.00 0.020
H 3.59 -4.36 -1.93 0.019
H 4.73 -3.03 -2.24 0.034
H 4.04 -3.93 -3.58 0.029
H 0.98 -4.04 -4.09 0.024
H 1.84 -2.95 -5.13 0.033
H 0.33 -2.42 -4.41 0.006
H 3.89 -0.30 -2.87 0.001
H 2.38 0.14 -3.53 -0.014
H 3.46 -0.86 -4.50 0.040
H 3.30 -3.90 1.92 0.021
H 4.81 -3.01 1.71 0.030
H 4.07 -3.87 0.33 0.015
H 1.95 -1.87 3.20 0.026
H 1.50 -0.30 2.55 -0.029
H 3.13 -0.54 3.12 0.042
H 4.45 -0.30 -0.70 0.000
H 5.19 -0.69 0.85 0.033
H 4.03 0.66 0.71 0.006
```

orbital gap: 5.754 eV
molar mass: 1046.20 g/mol
E_HOMO: -10.257 eV
net charge: +1

***

Entry 3:
# C30H54Cl4F18N3O14

A molecular structure, C30H54Cl4F18N3O14 (the ωB97M-V functional and the def2-TZVPD basis, the Open Molecules 2025 dataset).

Structure (XYZ):
```
123
Properties=species:S:1:pos:R:3:lowdin_charge:R:1
N 2.29 -3.23 1.78 0.259
H 1.37 -2.73 1.47 0.080
H 2.43 -3.08 2.78 0.128
H 3.09 -2.86 1.23 0.068
H 2.16 -4.23 1.56 0.123
N -1.45 -1.84 3.30 0.169
H -1.48 -0.74 3.30 -0.068
H -0.92 -1.97 2.37 0.065
H -2.39 -2.22 3.30 0.035
H -0.89 -2.12 4.10 0.104
N 0.47 1.33 4.63 0.265
H 0.91 0.53 5.10 0.134
H -0.21 0.93 3.89 0.081
H 1.22 1.85 4.13 0.084
H 0.02 1.88 5.36 0.117
O -0.01 -2.01 1.02 -0.320
C -0.39 -0.78 0.57 -0.390
C -0.34 0.36 1.51 -0.273
O -1.11 0.24 2.71 -0.313
H -1.41 -0.82 0.13 0.093
H 0.26 -0.58 -0.30 0.105
H -0.57 1.34 1.03 0.100
H 0.72 0.56 1.86 0.103
C -3.50 -4.83 -0.20 -0.057
C -2.53 -3.86 -0.82 -0.181
O -2.65 -3.83 -2.25 0.065
C -3.56 -3.11 -2.78 -0.493
O -4.40 -2.56 -2.22 0.213
C -3.41 -3.08 -4.31 -0.570
F -3.23 -4.33 -4.78 0.171
F -4.46 -2.56 -4.85 0.214
F -2.34 -2.36 -4.69 0.160
H -3.49 -5.83 -0.64 0.090
H -4.54 -4.50 -0.14 0.082
H -3.26 -4.97 0.87 0.087
H -1.50 -4.15 -0.63 0.119
H -2.68 -2.86 -0.42 0.095
C -3.35 1.18 -1.69 -0.046
C -3.46 2.68 -1.73 -0.198
O -4.64 3.19 -1.13 0.005
C -5.70 3.32 -1.86 -0.477
O -5.90 2.73 -2.83 0.223
C -6.69 4.33 -1.27 -0.510
F -7.39 4.85 -2.27 0.182
F -7.55 3.73 -0.40 0.135
F -6.04 5.31 -0.61 0.146
H -3.36 0.86 -0.65 0.042
H -2.46 0.86 -2.23 0.089
H -4.19 0.70 -2.20 0.083
H -3.33 3.09 -2.74 0.136
H -2.60 3.13 -1.20 0.113
C 1.29 3.15 -4.31 -0.048
C 2.76 2.83 -4.46 -0.179
O 3.10 1.78 -3.52 0.051
C 3.68 2.11 -2.41 -0.417
O 4.24 3.14 -2.19 0.180
C 3.63 1.04 -1.31 -0.590
F 4.82 0.51 -1.13 0.207
F 3.24 1.57 -0.19 0.187
F 2.79 0.07 -1.59 0.184
H 0.69 2.26 -4.48 0.082
H 0.97 3.91 -5.02 0.088
H 1.19 3.54 -3.30 0.080
H 3.39 3.70 -4.34 0.126
H 2.95 2.36 -5.42 0.131
C 1.77 -2.53 -3.11 -0.038
C 2.13 -3.28 -1.85 -0.189
O 3.18 -4.18 -2.14 0.100
C 3.53 -4.99 -1.28 -0.520
O 2.98 -5.20 -0.29 0.175
C 4.65 -5.93 -1.77 -0.643
F 5.47 -6.12 -0.81 0.224
F 4.13 -7.07 -2.13 0.218
F 5.30 -5.42 -2.80 0.193
H 1.60 -3.17 -3.98 0.091
H 2.52 -1.78 -3.34 0.072
H 0.84 -2.00 -2.91 0.082
H 1.25 -3.83 -1.51 0.131
H 2.44 -2.56 -1.10 0.099
C 3.84 -0.18 2.15 -0.058
C 5.20 -0.86 2.25 -0.137
O 5.86 -0.92 0.97 0.081
C 5.46 -1.73 0.07 -0.478
O 4.47 -2.35 0.09 0.160
C 6.43 -1.89 -1.11 -0.538
F 7.11 -3.01 -0.97 0.210
F 5.74 -1.94 -2.26 0.168
F 7.26 -0.84 -1.16 0.171
H 3.50 0.00 3.17 0.087
H 3.11 -0.71 1.55 0.057
H 3.98 0.80 1.70 0.050
H 5.16 -1.89 2.60 0.131
H 5.79 -0.32 2.99 0.134
C -0.48 4.96 0.83 -0.041
C 0.27 4.20 1.90 -0.168
O 1.68 4.33 1.57 0.086
C 2.53 3.69 2.29 -0.431
O 2.26 3.04 3.24 0.123
C 3.97 3.97 1.90 -0.597
F 4.66 2.84 1.75 0.163
F 4.05 4.68 0.82 0.231
F 4.51 4.63 2.92 0.202
H -0.42 4.43 -0.13 0.081
H -0.09 5.96 0.71 0.093
H -1.56 4.88 0.99 0.031
H -0.02 3.15 2.01 0.085
H 0.11 4.70 2.87 0.145
Cl -4.67 -1.39 2.78 0.636
C -4.48 -1.04 1.05 -0.646
C -5.70 -0.31 0.52 -0.613
Cl -5.89 1.22 1.40 0.654
H -4.28 -1.93 0.46 0.052
H -3.57 -0.45 0.90 0.037
H -6.58 -0.92 0.73 0.078
H -5.74 -0.16 -0.55 0.073
Cl -3.91 4.30 1.99 0.652
C -2.93 2.86 2.29 -0.714
C -3.44 2.07 3.45 -0.679
Cl -2.93 2.87 4.98 0.559
H -1.90 3.14 2.48 0.020
H -2.82 2.21 1.42 0.063
H -3.06 1.05 3.44 0.026
H -4.52 2.01 3.47 0.014
```

orbital gap: 8.262 eV
molar mass: 1164.55 g/mol
E_HOMO: -11.223 eV
net charge: +1

***

Values for max |F|, eV/Å, ordered as above
0.3, 3.4, 6.1
Values for relative energy (zero: lowest compared OMol25 entry of this formula, charge and spin), kcal/mol, ordered as above
2.4, 4.7, 43.7